a.
ORCA calculation (ωB97M-V/def2-TZVPD) on H24KrO12 as an isolated structure.

Its charge is 0.

Each line ends with the Löwdin charge.
Geometry (Å):
1 Kr 0.46232 0.80609 0.10962  0.393
2 O -2.05900 -1.61827 -1.32729  -0.057
3 H -2.83414 -2.16659 -1.20590  0.070
4 H -1.54327 -1.75234 -0.53214  -0.008
5 O 1.17084 1.45391 4.05413  -0.057
6 H 1.48438 2.35829 4.05045  0.028
7 H 0.53207 1.41847 3.34212  -0.018
8 O -2.37568 0.73586 -2.88869  -0.046
9 H -3.23574 0.64307 -3.29848  0.055
10 H -2.32687 0.01026 -2.26630  -0.007
11 O -1.48782 0.42216 2.54719  -0.092
12 H -2.16042 0.08921 3.14131  0.071
13 H -0.91930 -0.33012 2.38258  -0.019
14 O -3.19244 2.04760 1.30294  -0.079
15 H -2.74946 2.29311 0.49072  -0.032
16 H -2.52174 1.59567 1.81496  -0.045
17 O 2.79061 -0.47635 -1.76397  -0.084
18 H 2.37873 0.38722 -1.79281  -0.033
19 H 3.72719 -0.29318 -1.68983  0.051
20 O -1.95142 2.92153 -1.12481  -0.079
21 H -1.16322 3.28820 -1.52544  0.031
22 H -2.12303 2.12139 -1.62136  -0.016
23 O 0.56835 -1.93029 -2.61291  -0.058
24 H -0.29732 -1.74713 -2.24781  -0.023
25 H 1.17561 -1.47145 -2.03244  -0.040
26 O 0.72587 -1.62604 2.47106  -0.080
27 H 1.66235 -1.67238 2.27848  -0.002
28 H 0.30987 -2.10941 1.75725  -0.041
29 O 2.54109 2.87429 -2.10353  -0.057
30 H 2.69023 2.75340 -3.04128  0.042
31 H 1.78308 3.45671 -2.05420  0.031
32 O -0.72713 -2.89397 0.57144  -0.025
33 H -1.13620 -3.39011 1.28048  0.087
34 H 0.08452 -3.36602 0.38541  0.085
35 O 3.39973 -1.67250 1.39461  -0.036
36 H 3.67676 -2.32662 0.75303  0.050
37 H 3.64060 -0.83368 1.00143  0.040


b.
ORCA calculation (ωB97M-V/def2-TZVPD) on H24KrO12 as an isolated structure.

Its charge is 0.

Each line ends with the Löwdin charge.
Geometry (Å):
1 Kr -8.96700 12.68315 -13.11605  0.411
2 O -11.76140 15.04353 -12.99492  -0.071
3 H -12.53462 14.76523 -12.50410  0.026
4 H -11.02235 14.69555 -12.49597  -0.046
5 O -8.54188 12.63218 -9.44893  -0.047
6 H -8.81497 11.71496 -9.42997  0.071
7 H -8.62730 12.92680 -8.54222  0.074
8 O -10.66491 14.11251 -10.47243  -0.074
9 H -9.87311 13.67196 -10.16391  -0.033
10 H -11.35591 13.80163 -9.88753  0.045
11 O -12.40530 10.66792 -10.98248  -0.060
12 H -12.74121 11.10459 -11.76525  0.023
13 H -11.46816 10.56548 -11.14833  -0.019
14 O -7.09178 9.96490 -13.23255  -0.075
15 H -7.82379 10.01884 -12.61815  -0.021
16 H -6.44897 10.58886 -12.89534  0.051
17 O -9.37595 14.64344 -15.65945  -0.098
18 H -9.48239 15.13418 -14.84454  0.009
19 H -8.42854 14.55889 -15.76667  -0.019
20 O -5.87533 13.60598 -9.47481  -0.058
21 H -6.65782 13.36783 -9.97203  -0.009
22 H -5.94043 13.09716 -8.66667  0.022
23 O -7.79136 10.84926 -15.79522  -0.067
24 H -7.54482 10.48519 -14.94498  -0.026
25 H -8.52406 10.30604 -16.08555  0.040
26 O -7.00621 13.64992 -16.58568  -0.048
27 H -7.16602 12.75581 -16.28357  0.000
28 H -6.90078 13.56773 -17.53350  0.055
29 O -11.68920 10.23271 -14.18442  -0.044
30 H -11.14379 10.52020 -14.91662  0.012
31 H -11.85267 9.30541 -14.35654  0.064
32 O -11.08165 12.16853 -16.12611  -0.055
33 H -11.93903 12.56937 -16.26916  0.055
34 H -10.69620 12.67504 -15.41120  -0.026
35 O -9.88801 9.70655 -12.20737  -0.096
36 H -10.00411 8.77169 -12.03770  0.065
37 H -10.37597 9.86624 -13.01523  -0.028


Most stable: b. Least stable: a.